Entry 1:
Computed, not measured: 12 unconnected molecules or ions with the total composition C25H74NO25S in a non-equilibrium geometry, with ωB97M-V/def2-TZVPD.

Properties
* 2S+1: 1
* relative energy (zero: lowest compared OMol25 entry of this formula, charge and spin): 5.9064 eV
* total energy: -3330.0649 a.u.
* total charge: -1
* max |F|: 16.16 eV Å⁻¹
* HOMO: -0.191 Eh

Geometry (Å):
C 1.769 0.229 1.402
N 0.652 0.647 0.440
C -0.002 2.006 0.882
C 1.227 0.836 -0.888
C -0.533 -0.311 0.434
C -0.133 -1.803 0.167
O -1.286 -2.529 0.125
H 1.434 0.193 2.249
H 2.596 0.955 1.609
H 1.989 -0.795 1.178
H -0.720 2.103 0.285
H 0.808 2.599 0.989
H -0.155 1.672 2.016
H 2.234 1.458 -1.025
H 0.619 1.218 -1.483
H 1.528 -0.048 -1.225
H -1.250 0.081 -0.369
H -0.931 -0.373 1.366
H 0.314 -1.982 1.071
H 0.276 -1.888 -0.622
H -1.727 -2.531 -0.697
S -3.129 -1.042 -2.567
O -1.839 -0.925 -3.110
O -3.998 -1.421 -3.678
O -3.099 -2.046 -1.604
O -3.587 0.260 -1.942
C 5.457 2.445 1.033
C 5.651 1.425 2.265
O 5.809 0.228 1.622
O 5.244 3.774 1.494
H 4.633 2.108 0.203
H 6.369 2.566 0.516
H 4.634 1.320 2.780
H 6.331 1.529 2.833
H 6.621 0.032 2.062
H 5.961 3.902 2.042
C -0.386 -5.367 2.458
C -1.373 -6.276 1.549
O -1.078 -7.569 1.534
O -1.235 -4.341 2.995
H 0.390 -4.848 1.874
H 0.204 -6.023 3.261
H -1.577 -5.697 0.767
H -2.398 -6.214 1.829
H -1.284 -8.169 0.733
H -1.888 -3.983 2.191
C -3.940 -1.781 1.827
C -5.149 -2.224 1.018
O -4.698 -3.069 0.097
O -4.438 -0.704 2.538
H -3.179 -1.281 1.330
H -3.532 -2.533 2.467
H -5.560 -1.314 0.441
H -5.987 -2.709 1.570
H -3.936 -2.660 -0.697
H -4.270 -0.025 1.861
C 4.257 2.619 -4.312
C 4.704 2.461 -2.797
O 4.338 1.171 -2.482
O 4.913 3.819 -4.707
H 3.185 2.639 -4.569
H 4.601 1.722 -4.832
H 4.062 2.823 -2.019
H 5.804 2.576 -2.674
H 5.156 0.615 -2.738
H 4.290 4.482 -4.546
C -2.193 2.850 -4.588
C -1.218 2.567 -3.418
O -1.769 2.376 -2.079
O -1.386 2.890 -5.722
H -2.748 3.843 -4.641
H -3.074 2.361 -4.569
H -0.604 3.558 -3.415
H -0.532 1.784 -3.548
H -2.454 1.723 -1.937
H -1.094 1.973 -5.779
C 2.808 3.138 3.907
C 2.473 4.366 4.822
O 2.698 3.853 6.098
O 2.702 3.399 2.602
H 2.184 2.391 4.441
H 3.896 2.775 4.078
H 1.380 4.472 4.620
H 3.169 5.138 4.610
H 2.530 4.586 6.746
H 3.433 3.988 2.437
C -0.046 -4.936 -2.145
C -1.280 -4.647 -2.830
O -2.493 -4.646 -2.075
O 1.021 -4.600 -3.001
H -0.094 -6.001 -1.715
H 0.101 -4.137 -1.406
H -1.510 -5.354 -3.695
H -1.301 -3.617 -3.340
H -2.608 -3.761 -1.695
H 1.251 -3.655 -2.888
C -1.116 -0.591 4.541
C -0.871 0.792 5.386
O -0.996 1.727 4.449
O -0.667 -1.602 5.454
H -0.578 -0.420 3.713
H -2.090 -0.548 4.311
H 0.206 0.599 5.967
H -1.642 1.130 6.046
H -1.289 2.472 4.877
H -0.087 -2.038 4.926
C -3.858 2.852 1.902
C -3.614 1.934 0.689
O -4.628 1.101 0.382
O -2.821 3.816 2.178
H -3.801 2.334 2.951
H -4.722 3.431 1.624
H -2.710 1.549 0.980
H -3.500 2.683 -0.268
H -4.349 0.788 -0.542
H -3.118 4.465 1.723
C 1.320 -0.918 -4.544
C 0.178 -1.020 -5.636
O -0.718 -0.004 -5.447
O 0.622 -1.696 -3.371
H 1.249 0.214 -4.407
H 2.061 -1.315 -4.833
H -0.486 -1.836 -5.821
H 0.603 -1.102 -6.732
H -1.287 -0.079 -4.695
H -0.305 -1.447 -3.439

Atom charges from the Löwdin analysis, given in e for atoms 1 to 6: atom 1 (C): 0.06, atom 2 (N): -0.25, atom 3 (C): 0.11, atom 4 (C): 0.02, atom 5 (C): -0.03, atom 6 (C): -0.20

Entry 2:
Computed, not measured: 26 unconnected molecules or ions with the total composition C26H104N52O26 in a non-equilibrium geometry, with ωB97M-V/def2-TZVPD.

Properties
* 2S+1: 1
* relative energy (zero: lowest compared OMol25 entry of this formula, charge and spin): 20.4113 eV
* total energy: -5857.2448 a.u.
* total charge: 0
* max |F|: 9.11 eV Å⁻¹
* HOMO: -0.316 Eh

Geometry (Å):
C 3.955 3.004 -1.045
O 3.999 3.917 -1.866
N 4.930 2.331 -0.579
N 3.002 2.644 -0.322
H 4.770 1.593 0.092
H 5.886 2.578 -0.794
H 3.218 1.942 0.371
H 2.066 2.952 -0.546
C 4.493 -0.815 1.103
O 3.991 0.310 1.133
N 3.956 -1.955 1.020
N 5.759 -1.040 1.354
H 4.631 -2.704 0.952
H 3.233 -1.918 0.316
H 6.417 -0.318 1.609
H 6.127 -1.977 1.440
C -1.741 3.779 -2.125
O -0.831 3.055 -1.713
N -2.799 3.097 -2.510
N -1.740 5.075 -2.192
H -3.464 3.670 -3.009
H -2.758 2.097 -2.645
H -0.956 5.630 -1.881
H -2.549 5.642 -2.401
C -1.045 2.435 -5.699
O -0.872 2.087 -6.842
N -1.327 3.636 -5.455
N -0.743 1.693 -4.632
H -1.400 4.169 -6.310
H -1.246 4.004 -4.518
H -0.439 0.740 -4.772
H -0.741 2.018 -3.675
C -4.848 5.578 2.915
O -5.178 6.513 2.156
N -5.635 5.188 3.810
N -3.675 4.939 3.036
H -6.552 5.611 3.831
H -5.303 4.450 4.415
H -2.832 5.346 2.655
H -3.770 4.041 3.489
C 1.281 6.593 -2.157
O 0.236 7.196 -2.022
N 2.278 6.786 -2.911
N 1.532 5.461 -1.568
H 2.093 7.489 -3.612
H 3.060 6.163 -3.056
H 2.413 4.972 -1.645
H 0.814 4.970 -1.056
C -4.079 1.559 1.383
O -3.694 1.690 0.201
N -4.950 2.340 1.906
N -3.797 0.576 2.172
H -5.187 2.977 1.159
H -5.692 1.899 2.431
H -4.137 0.740 3.109
H -3.453 -0.259 1.720
C 4.216 -6.085 -1.520
O 3.161 -6.692 -1.530
N 4.188 -4.747 -1.467
N 5.390 -6.561 -1.646
H 3.348 -4.234 -1.240
H 5.094 -4.311 -1.562
H 5.578 -7.550 -1.568
H 6.196 -5.971 -1.496
C 6.442 -0.055 5.413
O 5.831 0.761 6.103
N 7.525 -0.744 5.762
N 6.014 -0.413 4.272
H 8.068 -1.369 5.184
H 7.936 -0.506 6.654
H 6.668 -0.941 3.712
H 5.016 -0.362 4.127
C -3.002 -5.428 -4.857
O -4.192 -5.290 -5.143
N -2.093 -4.612 -4.385
N -2.423 -6.534 -5.134
H -1.131 -4.916 -4.336
H -2.390 -3.692 -4.093
H -3.042 -7.254 -5.479
H -1.421 -6.584 -5.018
C -4.300 -2.008 -0.429
O -4.571 -2.172 0.761
N -4.120 -3.052 -1.201
N -4.045 -0.889 -1.033
H -4.053 -3.136 -2.205
H -4.129 -3.896 -0.645
H -3.624 -1.071 -1.933
H -4.028 0.012 -0.578
C 1.118 -5.967 -4.285
O 0.464 -5.268 -4.997
N 1.929 -6.882 -4.795
N 1.024 -5.954 -2.983
H 2.262 -6.788 -5.744
H 2.442 -7.528 -4.212
H 0.406 -5.404 -2.404
H 1.585 -6.587 -2.432
C -1.702 -0.227 6.062
O -2.520 -0.780 6.760
N -1.968 0.696 5.150
N -0.429 -0.355 6.159
H -1.250 1.319 4.810
H -2.894 1.064 5.315
H 0.261 0.321 5.865
H -0.098 -1.022 6.841
C 2.246 -0.988 8.164
O 2.692 -1.370 9.224
N 1.803 0.243 7.977
N 1.943 -1.874 7.224
H 2.059 0.849 8.743
H 1.935 0.753 7.115
H 2.065 -2.861 7.399
H 1.937 -1.486 6.292
C 0.167 3.085 6.441
O 0.908 2.174 6.148
N -0.200 3.542 7.532
N -0.586 3.730 5.599
H -0.843 4.319 7.480
H 0.317 3.239 8.345
H -0.568 3.500 4.616
H -1.149 4.529 5.852
C -2.584 -4.082 4.058
O -2.256 -5.252 3.729
N -3.238 -3.188 3.288
N -2.424 -3.629 5.305
H -3.698 -2.406 3.731
H -3.465 -3.332 2.315
H -2.587 -2.639 5.418
H -1.994 -4.321 5.903
C 3.720 2.804 3.830
O 3.818 3.781 4.526
N 2.956 1.760 4.105
N 4.351 2.718 2.770
H 2.826 1.050 3.399
H 2.499 1.750 5.005
H 4.385 1.895 2.186
H 4.724 3.611 2.480
C -0.217 -1.697 -6.868
O -0.552 -1.180 -5.805
N -0.392 -1.225 -8.087
N 0.299 -2.891 -6.926
H -0.644 -0.250 -8.160
H -0.368 -1.903 -8.836
H 0.341 -3.288 -5.998
H 0.520 -3.435 -7.748
C -0.269 -3.868 0.438
O -0.368 -4.094 1.625
N 0.520 -4.233 -0.540
N -1.144 -3.098 -0.092
H 1.109 -3.508 -0.922
H 0.973 -5.077 -0.220
H -1.820 -2.680 0.532
H -1.076 -2.964 -1.091
C -3.684 -1.067 -4.331
O -2.923 -1.582 -3.542
N -5.016 -1.196 -4.440
N -3.272 -0.386 -5.343
H -5.460 -1.931 -3.908
H -5.309 -0.790 -5.317
H -3.762 0.467 -5.568
H -2.413 -0.744 -5.737
C -0.380 4.249 1.209
O -0.506 5.377 0.801
N -1.359 3.361 1.118
N 0.688 3.736 1.719
H -2.217 3.664 0.680
H -1.232 2.409 1.430
H 1.491 4.302 1.954
H 0.553 2.807 2.093
C -0.269 0.189 0.687
O -0.737 0.601 1.709
N 0.759 -0.634 0.524
N -0.693 0.440 -0.600
H 1.096 -0.905 1.436
H 1.084 -0.967 -0.373
H -1.350 1.198 -0.718
H -0.533 -0.171 -1.389
C 1.539 -2.161 3.749
O 2.360 -1.521 4.426
N 0.226 -2.138 3.803
N 1.767 -2.977 2.801
H -0.522 -2.791 3.616
H 0.111 -1.400 4.484
H 2.513 -2.692 2.183
H 0.892 -3.268 2.390
C 2.571 -1.415 -2.448
O 2.201 -1.997 -1.420
N 3.287 -0.325 -2.457
N 2.281 -1.906 -3.566
H 3.377 0.187 -1.591
H 3.604 0.092 -3.320
H 2.557 -1.356 -4.367
H 1.669 -2.708 -3.614
C -7.199 1.284 -1.786
O -7.102 1.888 -0.788
N -6.270 0.514 -2.412
N -8.330 1.172 -2.485
H -5.308 0.597 -2.118
H -6.530 -0.032 -3.221
H -8.300 0.775 -3.414
H -9.211 1.604 -2.245
C 2.588 3.567 -5.216
O 3.368 4.445 -5.175
N 2.054 3.335 -6.328
N 2.225 2.758 -4.308
H 1.752 2.393 -6.531
H 2.646 3.784 -7.013
H 3.023 2.758 -3.688
H 1.488 2.069 -4.353

Atom charges from the Löwdin analysis, given in e for atoms 1 to 6: atom 1 (C): -0.81, atom 2 (O): 0.03, atom 3 (N): 0.17, atom 4 (N): 0.21, atom 5 (H): 0.05, atom 6 (H): 0.13

Entry 3:
Computed, not measured: a molecular structure, C26H14BrCl2CoF3N4O7S, with ωB97M-V/def2-TZVPD.

Properties
* 2S+1: 1
* relative energy (zero: lowest compared OMol25 entry of this formula, charge and spin): 0.0000 eV
* total energy: -7320.1502 a.u.
* total charge: -1
* max |F|: 0.65 eV Å⁻¹
* HOMO: -0.187 Eh

Geometry (Å):
Co 0.313 -0.026 0.539
Cl -5.570 -0.410 3.808
C -4.168 0.210 2.987
C -3.167 -0.688 2.628
C -2.042 -0.219 1.969
N -0.962 -0.982 1.527
C -0.788 -2.282 1.779
O -1.499 -3.046 2.425
C 0.477 -2.776 1.131
C 0.909 -4.074 1.319
C 2.081 -4.473 0.705
C 2.767 -3.564 -0.082
C 2.264 -2.284 -0.226
N 1.139 -1.893 0.372
C -1.916 1.154 1.674
C -2.918 2.039 2.038
C -4.045 1.555 2.696
Cl -5.285 2.691 3.141
N -0.734 1.468 1.000
C -0.387 2.690 0.595
O -0.971 3.758 0.761
C 0.917 2.645 -0.156
C 1.460 3.788 -0.712
C 2.661 3.682 -1.390
C 3.282 2.445 -1.466
C 2.671 1.351 -0.882
N 1.504 1.447 -0.249
H -3.264 -1.735 2.863
H 0.314 -4.719 1.949
H 2.458 -5.479 0.838
H 3.689 -3.829 -0.580
H 2.758 -1.555 -0.844
H -2.825 3.089 1.818
H 0.922 4.717 -0.590
H 3.114 4.553 -1.847
H 4.227 2.318 -1.974
H 3.134 0.380 -0.894
F 3.250 2.228 3.198
C 3.207 1.016 3.761
F 2.334 1.052 4.768
F 4.419 0.753 4.269
S 2.755 -0.263 2.520
O 2.779 -1.508 3.232
O 3.719 -0.089 1.463
O 1.398 0.213 2.176
Br 0.413 -2.096 -4.887
C -1.116 -1.051 -4.467
C -2.101 -1.000 -5.445
C -3.268 -0.291 -5.217
C -3.461 0.355 -4.005
C -2.481 0.286 -3.032
C -1.287 -0.405 -3.245
C -0.256 -0.378 -2.142
O 0.936 -0.500 -2.381
O -0.796 -0.166 -0.981
H -1.947 -1.523 -6.378
H -4.028 -0.253 -5.988
H -4.372 0.906 -3.815
H -2.615 0.768 -2.073

Atom charges from the Löwdin analysis, given in e for atoms 1 to 6: atom 1 (Co): 0.62, atom 2 (Cl): 0.63, atom 3 (C): -0.68, atom 4 (C): -0.03, atom 5 (C): -0.16, atom 6 (N): 0.05

Entry 4:
Computed, not measured: a molecular structure, C26H15BrN2O6Ta in a non-equilibrium geometry, with ωB97M-V/def2-TZVPD.

Properties
* 2S+1: 1
* relative energy (zero: lowest compared OMol25 entry of this formula, charge and spin): 1.5500 eV
* total energy: -4191.6440 a.u.
* total charge: +1
* max |F|: 1.56 eV Å⁻¹
* HOMO: -0.420 Eh

Geometry (Å):
Ta 0.317 -0.275 -0.241
C -0.859 -2.083 0.194
C -2.129 -1.381 0.069
C -2.524 -0.976 1.316
C -1.577 -1.466 2.288
C -0.593 -2.143 1.634
H -0.601 -2.919 -0.448
H -2.652 -1.218 -0.862
H -3.416 -0.408 1.545
H -1.643 -1.312 3.357
H 0.264 -2.636 2.070
Br -3.471 2.780 -6.085
C -2.506 1.821 -4.796
C -1.884 0.622 -5.143
C -1.162 -0.108 -4.209
C -1.077 0.381 -2.924
O -0.382 -0.297 -1.981
C -1.684 1.571 -2.555
C -1.591 2.092 -1.217
N -0.985 1.578 -0.198
C -1.083 2.268 1.061
C -1.957 3.265 1.381
C -1.908 3.875 2.656
C -1.001 3.470 3.590
C -0.117 2.406 3.293
C 0.827 1.896 4.212
C 1.628 0.849 3.860
C 1.485 0.284 2.587
N 0.606 0.738 1.703
C -0.183 1.810 2.031
C -2.407 2.300 -3.509
H -1.961 0.258 -6.159
H -0.671 -1.034 -4.473
H -2.107 3.037 -1.069
H -2.709 3.602 0.681
H -2.605 4.672 2.880
H -0.955 3.941 4.564
H 0.904 2.348 5.194
H 2.361 0.436 4.538
H 2.079 -0.566 2.285
H -2.881 3.233 -3.232
O 6.397 -1.134 -1.401
C 5.274 -0.886 -1.110
C 4.402 0.277 -1.688
O 4.764 1.173 -2.387
C 3.056 0.000 -1.118
C 3.082 -1.057 -0.300
O 1.857 -1.337 0.234
C 4.374 -1.700 -0.121
O 4.707 -2.589 0.609
O 1.889 0.599 -1.288

Atom charges from the Löwdin analysis, given in e for atoms 1 to 6: atom 1 (Ta): 1.94, atom 2 (C): -0.34, atom 3 (C): -0.16, atom 4 (C): -0.07, atom 5 (C): -0.08, atom 6 (C): -0.14

Entry 5:
Computed, not measured: a molecular structure, C26H15I3NO3SW in a non-equilibrium geometry, with ωB97M-V/def2-TZVPD.

Properties
* 2S+1: 3
* relative energy (zero: lowest compared OMol25 entry of this formula, charge and spin): 1.2045 eV
* total energy: -2638.4215 a.u.
* total charge: +1
* max |F|: 1.94 eV Å⁻¹
* HOMO (alpha / beta): -0.395 / -0.409 Eh

Geometry (Å):
W -0.054 -1.375 -0.831
I 2.263 -5.919 -0.361
C 1.038 -4.949 1.039
C 0.786 -5.457 2.311
C -0.044 -4.793 3.190
I -0.344 -5.635 5.095
C -0.677 -3.573 2.837
C -1.603 -2.836 3.597
C -2.101 -1.656 3.086
C -1.697 -1.187 1.839
N -0.841 -1.859 1.065
C -0.359 -3.041 1.564
C 0.479 -3.735 0.661
O 0.627 -3.174 -0.510
H 1.243 -6.391 2.600
H -1.923 -3.206 4.558
H -2.817 -1.080 3.646
H -2.074 -0.249 1.446
I 1.281 -1.376 -3.274
C 2.795 -0.097 -2.345
C 3.790 0.366 -3.158
C 4.813 1.143 -2.604
C 4.832 1.380 -1.260
C 3.828 0.871 -0.410
C 3.917 1.031 0.988
C 2.959 0.508 1.811
C 1.839 -0.136 1.268
C 1.674 -0.319 -0.095
C 2.725 0.141 -0.955
H 3.793 0.132 -4.209
H 5.588 1.517 -3.250
H 5.630 1.958 -0.823
H 4.768 1.555 1.395
H 3.050 0.593 2.883
H 1.090 -0.496 1.966
O -4.796 5.919 -2.627
C -4.248 5.483 -1.487
O -4.237 6.156 -0.499
C -3.650 4.103 -1.520
C -2.558 3.845 -0.692
C -1.947 2.606 -0.704
C -2.459 1.609 -1.526
S -1.621 0.057 -1.700
C -3.577 1.837 -2.320
C -4.168 3.087 -2.319
H -4.706 5.307 -3.370
H -2.203 4.636 -0.048
H -1.076 2.400 -0.095
H -3.975 1.045 -2.936
H -5.055 3.253 -2.915

Atom charges from the Löwdin analysis, given in e for atoms 1 to 6: atom 1 (W): 1.05, atom 2 (I): 0.97, atom 3 (C): -0.61, atom 4 (C): -0.19, atom 5 (C): -0.63, atom 6 (I): 0.96